No. 1
Density functional theory data (ωB97M-V/def2-TZVPD) for C72H81FGe2InN6O3PS4 as an isolated structure.

Atoms and positions in Å:
In 0.136 0.094 0.242
C -5.872 0.060 -1.396
C -5.037 0.665 -0.465
C -3.751 0.192 -0.266
C -3.312 -0.921 -0.968
C -4.144 -1.540 -1.899
C -5.420 -1.043 -2.116
N -1.964 -1.331 -0.741
N -1.717 -2.507 -0.993
C -0.335 -2.861 -0.838
C -0.053 -4.159 -1.264
C 1.242 -4.640 -1.215
C 2.244 -3.820 -0.710
C 1.945 -2.533 -0.270
C 0.654 -2.004 -0.330
H -6.871 0.446 -1.568
H -5.374 1.513 0.121
H -3.094 0.660 0.460
H -3.769 -2.396 -2.445
H -6.063 -1.512 -2.853
H -0.869 -4.773 -1.632
H 1.472 -5.640 -1.568
H 3.262 -4.189 -0.650
H 2.728 -1.919 0.152
C -8.289 1.227 1.064
C -7.404 0.529 2.066
C -7.218 1.058 3.338
C -6.367 0.457 4.257
C -6.153 1.082 5.612
C -5.682 -0.711 3.892
C -5.891 -1.284 2.634
C -5.213 -2.569 2.233
C -6.742 -0.644 1.735
C -4.795 -1.381 4.898
C -5.426 -2.265 5.774
C -4.715 -2.923 6.763
C -3.355 -2.696 6.881
C -2.700 -1.820 6.018
C -3.412 -1.137 5.013
Ge -2.411 0.020 3.709
S -1.650 -1.194 2.120
S -1.020 1.450 4.778
Ge -1.685 2.812 3.092
S -0.472 2.765 1.337
S -3.680 1.757 2.947
C -1.905 4.735 3.646
C -1.257 5.261 4.782
C -1.366 6.618 5.099
C -2.097 7.482 4.309
C -2.723 6.985 3.182
C -2.641 5.635 2.841
C -3.385 5.263 1.593
C -4.728 4.882 1.644
C -5.495 4.796 2.944
C -5.395 4.601 0.449
C -4.769 4.713 -0.783
C -5.467 4.346 -2.067
C -3.453 5.163 -0.811
C -2.757 5.454 0.351
C -1.356 6.002 0.269
C -0.362 4.507 5.720
C -0.832 4.107 6.971
C -2.298 4.164 7.326
C 0.071 3.618 7.913
C 1.421 3.501 7.633
C 2.400 3.026 8.677
C 1.863 3.850 6.360
C 0.998 4.354 5.400
C 1.520 4.729 4.036
C -1.222 -1.664 6.199
C -0.326 -2.441 5.458
C -0.776 -3.478 4.461
C 1.042 -2.242 5.639
C 1.534 -1.325 6.547
C 3.017 -1.097 6.687
C 0.626 -0.606 7.321
C -0.742 -0.759 7.161
C -1.697 0.075 7.976
H -9.196 1.611 1.537
H -8.577 0.550 0.257
H -7.767 2.076 0.612
H -7.728 1.978 3.614
H -6.777 1.970 5.730
H -5.107 1.384 5.723
H -6.382 0.381 6.419
H -5.233 -3.300 3.043
H -4.161 -2.383 1.988
H -5.695 -3.000 1.354
H -6.876 -1.071 0.745
H -6.493 -2.430 5.663
H -5.218 -3.611 7.434
H -2.776 -3.210 7.641
H -0.853 6.985 5.980
H -2.170 8.534 4.563
H -3.302 7.644 2.543
H -5.039 5.406 3.723
H -5.523 3.765 3.306
H -6.525 5.132 2.796
H -6.439 4.301 0.494
H -6.550 4.292 -1.933
H -5.124 3.370 -2.416
H -5.247 5.070 -2.855
H -2.956 5.283 -1.770
H -0.989 5.951 -0.759
H -0.682 5.419 0.899
H -1.324 7.044 0.600
H -2.906 4.498 6.487
H -2.474 4.837 8.170
H -2.647 3.169 7.614
H -0.299 3.323 8.891
H 1.886 2.722 9.590
H 3.107 3.819 8.937
H 2.981 2.177 8.315
H 2.914 3.732 6.110
H 2.609 4.657 4.008
H 1.224 5.746 3.762
H 1.118 4.060 3.266
H -1.825 -3.743 4.589
H -0.170 -4.384 4.557
H -0.666 -3.093 3.446
H 1.736 -2.813 5.027
H 3.579 -1.784 6.052
H 3.345 -1.237 7.721
H 3.280 -0.080 6.386
H 0.991 0.114 8.047
H -1.162 0.624 8.752
H -2.471 -0.536 8.443
H -2.194 0.801 7.325
O 3.008 -0.210 1.509
N 2.372 0.196 2.486
O 1.131 0.343 2.324
C 6.324 1.431 -1.496
N 5.042 0.809 -1.256
C 4.962 -0.606 -1.573
P 3.656 1.717 -1.078
O 2.476 0.837 -1.118
N 3.531 2.857 -2.302
C 4.348 4.044 -2.418
C 2.947 2.422 -3.566
N 4.002 2.679 0.225
C 2.982 3.668 0.609
C 4.749 2.179 1.377
H 7.107 0.925 -0.918
H 6.304 2.476 -1.190
H 6.610 1.384 -2.556
H 5.627 -1.182 -0.920
H 5.255 -0.798 -2.614
H 3.944 -0.955 -1.425
H 4.758 4.322 -1.449
H 3.740 4.879 -2.785
H 5.180 3.908 -3.126
H 2.307 1.556 -3.404
H 3.727 2.169 -4.301
H 2.326 3.216 -3.988
H 2.366 3.936 -0.248
H 3.470 4.574 0.987
H 2.317 3.274 1.381
H 5.344 1.312 1.101
H 4.078 1.877 2.184
H 5.412 2.971 1.743
F -1.138 3.021 -5.320
C -0.862 2.413 -4.126
C -0.436 3.185 -3.067
C -0.177 2.559 -1.850
C -0.333 1.180 -1.667
C -0.733 0.450 -2.788
C -1.009 1.050 -4.020
H -0.303 4.253 -3.204
H 0.141 3.176 -1.018
H -0.820 -0.629 -2.728
H -1.342 0.474 -4.876

Relative energy (zero: lowest compared OMol25 entry of this formula, charge and spin): 0.00 kJ/mol
Gap between HOMO and LUMO: 6.50 eV
Highest occupied orbital energy: -2.6 eV
Charge: -2
Multiplicity: 1

=====

No. 2
Density functional theory data (ωB97M-V/def2-TZVPD) for C32H46HgN6O2Si4Te as an isolated structure.

Atoms and positions in Å:
Hg -0.838 -1.481 -0.423
O -5.240 0.697 -2.936
C -4.346 1.530 -3.490
C -4.833 2.652 -4.164
C -3.967 3.544 -4.770
C -2.594 3.333 -4.717
C -2.108 2.228 -4.037
C -2.954 1.319 -3.409
C -2.343 0.169 -2.664
O -1.097 0.145 -2.453
N -3.213 -0.749 -2.265
N -2.615 -1.793 -1.610
C -3.283 -2.933 -1.516
C -2.632 -4.089 -1.055
C -3.287 -5.348 -0.978
C -2.574 -6.467 -0.660
C -1.187 -6.357 -0.416
C -0.625 -5.097 -0.464
N -1.301 -3.980 -0.732
H -4.695 -0.057 -2.546
H -5.906 2.796 -4.198
H -4.367 4.407 -5.290
H -1.911 4.024 -5.196
H -1.046 2.037 -3.970
H -4.306 -2.973 -1.878
H -4.347 -5.399 -1.198
H -3.066 -7.432 -0.612
H -0.575 -7.220 -0.195
H 0.432 -4.956 -0.286
N 3.590 -3.406 0.375
C 3.254 -2.723 -0.792
C 4.276 -1.980 -1.403
C 4.000 -1.318 -2.578
C 2.725 -1.407 -3.123
C 1.793 -2.171 -2.449
N 2.039 -2.821 -1.308
C 2.797 -4.026 1.333
C 3.400 -4.976 2.173
C 2.634 -5.554 3.161
C 1.296 -5.196 3.286
C 0.799 -4.258 2.401
N 1.529 -3.676 1.452
H 4.578 -3.460 0.551
H 5.253 -1.909 -0.940
H 4.766 -0.721 -3.056
H 2.452 -0.887 -4.030
H 0.780 -2.261 -2.829
H 4.439 -5.248 2.035
H 3.073 -6.288 3.825
H 0.658 -5.634 4.040
H -0.238 -3.942 2.445
C 3.101 1.813 -0.819
Si 1.603 2.867 -0.394
C 2.212 4.594 0.078
C 0.496 2.998 -1.893
Si 0.461 1.884 1.405
Te 0.824 -0.597 1.419
Si -1.791 2.498 1.560
C -2.530 1.764 3.128
C -1.902 4.380 1.649
C -2.777 1.899 0.088
Si 1.618 2.461 3.361
C 3.446 2.061 3.109
C 1.003 1.479 4.846
C 1.483 4.289 3.811
H 3.604 2.207 -1.708
H 2.795 0.785 -1.020
H 3.820 1.789 0.003
H 2.698 5.068 -0.780
H 2.937 4.556 0.895
H 1.386 5.237 0.392
H 1.055 3.382 -2.753
H -0.351 3.666 -1.718
H 0.091 2.014 -2.146
H -2.071 2.180 4.028
H -2.385 0.681 3.148
H -3.604 1.967 3.169
H -1.294 4.791 2.457
H -2.937 4.694 1.809
H -1.561 4.828 0.712
H -2.670 0.821 -0.052
H -2.460 2.375 -0.843
H -3.842 2.106 0.229
H 3.573 1.049 2.716
H 3.993 2.134 4.054
H 3.903 2.754 2.399
H 0.931 0.414 4.615
H 0.013 1.819 5.157
H 1.685 1.605 5.692
H 1.799 4.943 2.997
H 2.116 4.498 4.679
H 0.458 4.555 4.079

Relative energy (zero: lowest compared OMol25 entry of this formula, charge and spin): 12.50 kJ/mol
Gap between HOMO and LUMO (alpha / beta): 4.66 / 6.77 eV
Highest occupied orbital energy (alpha / beta): -2.5 / -4.6 eV
Charge: -1
Multiplicity: 2
⟨S²⟩: 0.770

=====

No. 3
Density functional theory data (ωB97M-V/def2-TZVPD) for C21H36P2SnTe as an isolated structure.

Atoms and positions in Å:
P -2.020 1.210 -1.208
P 1.529 0.671 -2.072
C -1.048 2.090 -2.492
C 0.231 1.436 -3.087
H -0.933 3.144 -2.187
H -1.758 2.122 -3.346
H -0.154 0.636 -3.754
H 0.774 2.187 -3.686
C 2.473 2.078 -1.376
H 3.190 1.697 -0.637
H 1.901 2.852 -0.860
H 2.960 2.613 -2.217
C 2.806 0.029 -3.126
H 3.391 0.877 -3.533
H 2.411 -0.573 -3.947
H 3.416 -0.618 -2.415
C -2.779 2.528 -0.187
H -3.433 1.999 0.517
H -3.348 3.020 -1.003
H -2.376 3.375 0.426
C -3.548 1.024 -2.280
H -3.504 0.317 -3.113
H -3.974 1.954 -2.687
H -4.274 0.552 -1.607
Sn -0.024 3.651 0.638
C -0.175 4.793 -3.397
C 0.549 5.006 -2.277
C 0.463 6.312 -1.567
C -1.019 6.695 -1.492
C -1.930 5.526 -1.257
C -2.718 4.880 -2.136
C -2.702 5.068 -3.577
C -1.306 5.505 -4.051
C -0.235 1.756 2.015
H 0.189 4.051 -4.119
H 1.433 4.416 -2.026
H 1.038 7.122 -2.061
H 0.907 6.208 -0.573
H -1.150 7.365 -0.639
H -1.260 7.339 -2.345
H -2.250 5.442 -0.199
H -3.725 4.557 -1.816
H -3.393 5.898 -3.792
H -3.132 4.226 -4.135
H -1.256 5.236 -5.118
H -1.284 6.603 -4.044
H 0.298 1.010 1.356
H -1.245 1.318 2.239
H 0.296 1.973 2.977
Te -0.018 -0.652 -0.741
C 0.511 -2.270 0.611
C 1.635 -2.174 1.439
C 1.935 -3.232 2.318
C 1.098 -4.364 2.352
C -0.015 -4.451 1.503
C -0.325 -3.385 0.636
H 2.291 -1.281 1.343
H 2.860 -3.174 2.918
H 1.375 -5.219 2.970
H -0.659 -5.334 1.454
H -1.216 -3.338 0.020

Relative energy (zero: lowest compared OMol25 entry of this formula, charge and spin): 490.58 kJ/mol
Gap between HOMO and LUMO (alpha / beta): 4.90 / 3.24 eV
Highest occupied orbital energy (alpha / beta): -4.8 / -3.8 eV
Charge: 0
Multiplicity: 1

=====

No. 4
Density functional theory data (ωB97M-V/def2-TZVPD) for a 3-piece molecular cluster, C4H9NO2 overall.

Atoms and positions in Å:
C -1.400 -0.981 0.461
C -0.960 -0.499 -0.765
N -0.549 0.857 -0.576
C -1.010 1.322 0.706
C -1.438 0.165 1.366
H -1.992 -1.907 0.552
H -0.939 -1.040 -1.756
H -0.012 1.211 -1.355
H -1.254 2.371 0.874
H -2.045 0.271 2.279
H 0.521 -1.112 0.575
H 1.833 -1.057 1.388
O 1.601 -1.079 0.421
H 3.142 0.591 -1.843
H 2.225 0.113 -0.783
O 2.277 0.773 -1.545

SMILES: c1cc[nH]c1.O.O
Relative energy (zero: lowest compared OMol25 entry of this formula, charge and spin): 219.20 kJ/mol
Gap between HOMO and LUMO: 9.66 eV
Highest occupied orbital energy: -8.7 eV
Charge: 0
Multiplicity: 1

=====

No. 5
Density functional theory data (ωB97M-V/def2-TZVPD) for C23H48NOP3ScSe as an isolated structure.

Atoms and positions in Å:
Sc -0.071 -0.584 -0.348
P 0.276 1.532 1.267
P -2.419 0.394 -0.670
P 2.447 -0.335 -0.654
H -1.468 -3.599 -3.819
C -0.482 -3.433 -3.285
C -0.299 -2.547 -2.278
H -1.030 -1.726 -2.167
C 0.486 3.183 0.526
C -1.054 1.827 2.471
C 1.701 1.529 2.440
C -3.376 -0.380 -2.020
C -3.427 -0.052 0.789
C -2.680 2.163 -0.924
C 2.950 -1.350 -2.066
C 3.330 -1.101 0.786
C 3.321 1.280 -0.874
H 0.295 -4.160 -3.604
H 0.449 -2.749 -1.490
H 0.556 3.965 1.298
H -0.358 3.420 -0.132
H 1.394 3.222 -0.089
H -0.763 2.578 3.213
H -1.319 0.913 3.012
H -1.954 2.187 1.970
H 1.558 2.293 3.221
H 2.652 1.733 1.928
H 1.793 0.554 2.947
H -4.406 0.002 -1.979
H -3.389 -1.477 -1.920
H -2.918 -0.120 -2.986
H -4.432 0.366 0.666
H -2.993 0.336 1.720
H -3.496 -1.147 0.887
H -3.753 2.342 -1.054
H -2.141 2.483 -1.827
H -2.318 2.749 -0.075
H 4.022 -1.279 -2.256
H 2.403 -1.026 -2.958
H 2.692 -2.401 -1.901
H 4.366 -1.379 0.526
H 2.795 -2.017 1.113
H 3.358 -0.412 1.649
H 4.337 1.100 -1.268
H 3.402 1.819 0.090
H 2.782 1.938 -1.584
C 0.550 2.053 -5.140
C -0.003 0.799 -4.849
C -0.033 -0.203 -5.805
C 0.582 0.021 -7.072
C 1.109 1.265 -7.416
C 1.103 2.290 -6.434
Se 0.395 3.217 -3.564
H 1.706 3.498 -3.004
H -0.421 0.627 -3.842
H -0.574 -1.143 -5.629
H 0.663 -0.827 -7.739
H 1.528 1.451 -8.421
H 1.611 3.229 -6.691
O -0.352 -1.347 1.560
C -0.463 -1.655 2.812
C 0.702 -1.855 3.737
C 0.737 -0.779 4.828
C -0.106 -1.132 6.042
C -1.591 -1.166 5.727
C -1.999 -2.229 4.715
N -1.707 -1.845 3.313
H 0.655 -2.865 4.189
H 1.617 -1.839 3.142
H 1.776 -0.573 5.118
H 0.354 0.154 4.399
H 0.219 -2.081 6.477
H 0.081 -0.392 6.823
H -2.146 -1.335 6.656
H -1.902 -0.173 5.405
H -1.463 -3.161 4.937
H -3.078 -2.446 4.798
H -2.368 -2.198 2.642

Relative energy (zero: lowest compared OMol25 entry of this formula, charge and spin): 0.00 kJ/mol
Gap between HOMO and LUMO: 5.71 eV
Highest occupied orbital energy: -15.6 eV
Charge: +3
Multiplicity: 1

=====

No. 6
Density functional theory data (ωB97M-V/def2-TZVPD) for C24H15CrNO6 as an isolated structure.

Atoms and positions in Å:
O 2.006 -0.717 -2.430
C 3.241 -0.721 -2.469
C 3.979 -1.945 -2.489
C 5.340 -1.929 -2.502
C 6.038 -0.726 -2.502
N 7.485 -0.728 -2.499
O 8.077 0.357 -2.498
O 8.074 -1.816 -2.496
C 5.345 0.480 -2.502
C 3.983 0.500 -2.490
H 3.425 -2.869 -2.494
H 5.904 -2.848 -2.511
H 5.911 1.397 -2.511
H 3.433 1.426 -2.497
O -6.112 0.467 3.409
C -5.548 0.951 2.546
Cr -4.627 1.721 1.116
C -3.043 1.767 2.108
O -2.068 1.785 2.698
C -5.039 3.463 1.646
O -5.290 4.532 1.950
C -6.132 1.519 -0.422
C -5.671 0.224 -0.067
C -4.287 -0.056 -0.064
C -3.330 0.951 -0.440
C -1.962 0.688 -0.377
C -0.756 0.480 -0.111
C 0.488 0.276 0.299
C 0.887 -0.726 1.222
C 2.235 -0.849 1.596
C 2.643 -1.855 2.436
C 1.721 -2.762 2.929
C 0.381 -2.644 2.601
C -0.036 -1.635 1.768
C -3.818 2.253 -0.806
C -5.205 2.523 -0.808
H -7.202 1.729 -0.454
H -6.390 -0.564 0.173
H -3.926 -1.060 0.170
H 1.251 0.924 -0.096
H 2.948 -0.138 1.218
H 3.681 -1.935 2.720
H 2.046 -3.561 3.574
H -0.335 -3.342 3.006
H -1.079 -1.526 1.531
H -3.102 3.024 -1.096
H -5.562 3.517 -1.086

Relative energy (zero: lowest compared OMol25 entry of this formula, charge and spin): 53.62 kJ/mol
Gap between HOMO and LUMO (alpha / beta): 5.43 / 4.59 eV
Highest occupied orbital energy (alpha / beta): -3.5 / -3.9 eV
Charge: -1
Multiplicity: 4
⟨S²⟩: 3.872

=====

| no. | strongest force on any atom (hartree/bohr) | calculated total energy (Eh) |
| --- | --- | --- |
| 1 | 0.0123 | -9724.73916 |
| 2 | 0.0049 | -3305.62382 |
| 3 | 0.0543 | -1986.41066 |
| 4 | 0.0785 | -363.00205 |
| 5 | 0.0438 | -5220.47735 |
| 6 | 0.0895 | -2474.03087 |